# 1
Here is 2 unconnected molecules or ions with the total composition C7H15BCl2NOP from OMol25. Energies are from ωB97M-V/def2-TZVPD.

HOMO-LUMO gap	6.9	eV
E_tot	-46048.734	eV
HOMO	-7.8710	eV

Structure (XYZ):
```
28
Properties=species:S:1:pos:R:3:forces:R:3:mulliken_charge:R:1
Cl 1.72432 -0.78880 -2.68914 -0.2 -0.2 -0.1 -0.65
Cl -1.93667 1.29475 1.46091 0.3 -0.2 0.0 -0.23
P -0.65561 0.14031 0.39030 -0.2 -0.2 -0.7 0.52
O 0.80262 -0.48703 2.74186 -0.8 -0.4 -0.1 -0.47
N 0.18482 2.37410 -1.00199 0.5 0.0 0.5 -0.32
C 0.35612 3.41299 0.04520 -0.1 0.0 -0.5 -0.76
C 1.89423 -2.71258 0.36608 0.0 0.0 0.4 -0.97
C -1.69487 -0.81943 -0.77538 -0.6 0.3 0.3 -0.35
C -2.74579 0.01277 -1.35061 0.1 -0.1 -0.2 -0.99
C -3.60531 0.71047 -1.80541 0.2 0.3 0.3 0.11
C 0.56570 1.03991 -0.55933 0.0 0.7 0.0 -0.07
C 0.59505 -2.54141 1.23449 0.5 -0.1 -0.2 -0.30
B 0.32995 -1.06042 1.60238 0.1 -0.3 0.5 0.30
H -2.16294 -1.63002 -0.21045 0.2 -0.1 0.0 0.36
H 0.40657 2.97537 1.04015 -0.1 0.0 0.1 0.24
H -4.27811 1.46886 -2.12913 -0.1 -0.2 -0.2 0.43
H 0.18898 0.16725 3.10451 0.5 0.4 -0.1 0.31
H -1.02360 -1.23092 -1.53730 0.2 0.0 0.0 0.43
H -0.48011 4.10941 -0.01886 0.0 0.0 0.2 0.24
H 0.70731 0.34121 -1.45492 0.2 0.2 0.3 -0.49
H 0.86883 2.60087 -1.71656 -0.4 -0.2 -0.4 0.31
H 2.31990 -1.76014 0.05592 0.0 -0.1 -0.3 0.30
H 1.70404 -3.31107 -0.51865 0.0 0.2 -0.1 0.30
H 0.74106 -3.08968 2.16742 -0.1 0.0 0.1 0.35
H -0.24871 -3.00969 0.72376 0.0 0.1 0.0 0.26
H 2.64919 -3.22659 0.95958 0.0 0.0 0.0 0.29
H 1.52379 1.02456 -0.02069 -0.1 -0.2 0.2 0.52
H 1.26924 3.99495 -0.10415 0.1 -0.1 0.0 0.33
```
Positions in Å, forces in eV/Å.

# 2
Here is 2 unconnected molecules or ions with the total composition C2H8NO from OMol25. Energies are from ωB97M-V/def2-TZVPD.

charge	+2
HOMO-LUMO gap (alpha / beta)	11.8 / 4.2	eV
⟨S²⟩	0.76
E_tot	-5716.527	eV
energy above the lowest of the compared OMol25 structures with the same formula, charge and spin	390.4	kJ/mol
HOMO (alpha / beta)	-22.3868 / -21.6726	eV
spin multiplicity	2

Structure (XYZ):
```
12
Properties=species:S:1:pos:R:3:forces:R:3:mulliken_charge:R:1
O -0.24706 -2.73355 0.61596 3.5 2.3 -5.3 -0.23
N 0.51344 0.04403 0.71409 -1.8 0.5 -1.3 -0.09
C 0.01906 0.52420 -0.39840 0.0 3.7 1.5 0.22
C -0.00971 1.97652 -0.79316 1.3 -1.6 -1.9 -0.94
H 0.09030 1.95057 -1.91357 -0.5 0.0 0.4 0.37
H 0.42307 0.60171 1.58915 0.9 -0.3 -0.5 0.38
H 0.90439 2.50916 -0.57139 -0.2 0.5 1.1 0.38
H 0.35065 -0.95606 0.71149 0.8 -0.8 1.0 0.29
H 0.39077 -3.44697 0.51405 0.8 -1.3 0.2 0.44
H -1.01879 2.39003 -0.65708 0.0 0.1 0.3 0.38
H -0.83913 -2.83195 1.26180 -4.5 -1.4 5.1 0.39
H -0.57698 -0.02768 -1.07293 -0.3 -1.7 -0.8 0.40
```
Positions in Å, forces in eV/Å.

# 3
Here is 2 unconnected molecules or ions with the total composition C9H13O from OMol25. Energies are from ωB97M-V/def2-TZVPD.

HOMO-LUMO gap (alpha / beta)	9.5 / 6.6	eV
⟨S²⟩	0.75
E_tot	-11588.922	eV
energy above the lowest of the compared OMol25 structures with the same formula, charge and spin	81.2	kJ/mol
HOMO (alpha / beta)	-8.6815 / -8.6812	eV
spin multiplicity	2

Structure (XYZ):
```
23
Properties=species:S:1:pos:R:3:forces:R:3:mulliken_charge:R:1
O 1.92692 -2.49322 -2.63294 0.3 -0.8 0.1 -0.34
C 0.09108 -0.06364 -0.06103 0.0 0.1 0.4 0.68
C 1.31460 -0.27207 0.78561 0.5 -0.2 0.1 -0.82
C -1.73680 1.31183 -0.78637 -0.1 0.1 -0.1 -0.70
C 1.06201 -0.67244 2.23638 -0.3 -0.1 0.3 -1.05
C -2.29963 0.24028 -1.47143 0.6 -0.8 0.2 -0.61
C -0.54591 1.17495 -0.08712 0.2 -0.1 0.3 1.08
C 0.02771 2.34917 0.65588 0.0 0.7 0.2 -1.45
C -1.64409 -1.01482 -1.45389 0.0 1.0 0.2 -0.67
C -0.44245 -1.13680 -0.76144 -0.2 -0.1 0.0 -0.45
H 0.11655 2.23602 1.74357 -0.2 -0.3 -0.2 0.25
H -2.05688 -1.87429 -1.95954 -0.1 0.0 -0.1 0.39
H 1.02893 2.64964 0.32540 -0.1 -0.2 -0.2 0.33
H 1.88756 -1.07930 0.33122 0.2 0.0 -0.1 0.36
H 0.11935 -2.06986 -0.73758 -0.3 0.1 -0.1 0.31
H 2.26432 -3.42015 -2.52553 -0.3 0.8 -0.1 0.33
H -2.21155 2.29404 -0.75454 -0.1 -0.3 -0.2 0.30
H 1.99787 -0.82411 2.78650 -0.1 0.1 -0.2 0.33
H 1.94756 0.61418 0.81529 0.0 0.1 -0.3 0.35
H -3.22881 0.36361 -2.00692 -0.1 0.0 0.0 0.38
H 0.51031 -1.61331 2.28001 -0.1 0.0 0.0 0.32
H -0.61543 3.21758 0.50015 0.0 0.0 0.0 0.38
H 0.48675 0.08272 2.77831 0.0 -0.1 -0.1 0.28
```
Positions in Å, forces in eV/Å.

# 4
Here is C18H27N3O3 in the gas phase from OMol25. Energies are from ωB97M-V/def2-TZVPD.

HOMO-LUMO gap	8.7	eV
E_tot	-29717.994	eV
energy above the lowest of the compared OMol25 structures with the same formula, charge and spin	132.6	kJ/mol
HOMO	-8.0089	eV
SMILES string	CC(C)Oc1ccc(CCNC(=O)C[C@H]2C(=O)NCCN2C)cc1

Structure (XYZ):
```
51
Properties=species:S:1:pos:R:3:forces:R:3:mulliken_charge:R:1
O 0.85846 -1.49226 -1.22486 0.2 0.1 -0.4 -0.70
O -1.19671 -1.19368 2.89701 0.3 0.0 0.1 -0.78
O 1.58368 3.52021 -0.94259 0.1 -0.1 0.3 -0.48
N -3.38280 -0.82391 2.64926 -0.2 0.2 0.3 -0.12
N -3.36814 -1.74365 0.02525 -0.2 0.1 0.2 -0.07
N 0.78650 -1.94551 0.99544 0.2 -0.2 0.5 0.10
C 3.35585 0.40860 -0.03360 -0.1 0.0 0.2 -0.80
C 0.29122 -1.44279 -0.15107 -0.5 0.1 0.0 0.73
C 2.96414 -1.20561 1.84878 -0.2 -0.1 -0.3 -1.29
C 3.00354 4.04551 -2.90595 -0.3 -0.1 0.3 -1.39
C -1.09473 -0.82345 0.00415 0.2 -0.1 -0.1 -1.22
C -3.31654 -2.66271 -1.09370 0.0 0.0 0.0 -1.16
C 1.61919 3.68235 -2.35665 -0.1 0.1 -0.6 0.40
C -2.10479 -1.72508 0.75174 0.2 0.0 -0.1 0.34
C 2.70603 0.09835 1.15046 0.2 0.0 0.2 0.56
C 1.38127 2.08992 0.88551 0.0 0.2 -0.2 -0.71
C 1.72160 0.96553 1.60793 0.1 0.0 -0.1 -0.27
C -4.49991 -2.00871 0.88578 -0.1 0.3 0.1 -0.62
C -4.60750 -0.86960 1.88950 -0.3 -0.2 -0.4 -0.68
C 2.17554 -2.31315 1.12574 0.2 -0.1 0.0 -0.96
C -2.19299 -1.22894 2.18854 -0.2 -0.1 0.0 0.17
C 2.01247 2.37983 -0.32428 -0.1 -0.1 0.2 0.66
C 0.99287 2.50036 -3.09426 0.0 0.2 0.3 -1.25
C 3.02469 1.53441 -0.76437 0.0 0.2 -0.2 -0.05
H -0.02035 2.33425 -2.73512 -0.1 0.0 0.0 0.30
H 4.13035 -0.24749 -0.40407 0.1 -0.1 -0.1 0.37
H -0.96782 0.12289 0.53534 0.0 0.0 0.0 0.12
H 2.63096 -1.14811 2.88671 0.1 0.0 0.1 0.38
H -3.39801 -0.44891 3.58717 0.2 -0.1 -0.1 0.29
H -3.26875 -3.71377 -0.76965 0.0 0.0 0.0 0.36
H 3.53196 4.66853 -2.18823 0.1 0.1 0.0 0.36
H -4.40479 -2.96936 1.42528 0.0 0.0 0.0 0.35
H 1.56038 1.58743 -2.93419 0.0 -0.1 -0.1 0.35
H -2.44058 -2.45144 -1.70165 0.0 0.0 -0.1 0.36
H 2.56362 -2.44935 0.11360 0.0 -0.1 0.1 0.53
H 3.55909 1.73337 -1.67752 0.0 0.1 -0.1 0.21
H 0.97177 4.56061 -2.48909 0.1 -0.2 0.0 0.31
H 2.25253 -3.25604 1.67594 0.1 0.0 -0.1 0.37
H -4.20753 -2.52412 -1.70437 0.0 -0.1 -0.1 0.39
H 0.95878 2.71387 -4.15929 0.0 0.0 -0.1 0.44
H -1.68641 -2.74819 0.82012 -0.1 0.1 0.1 0.39
H 4.02555 -1.45763 1.83298 0.0 0.0 0.1 0.41
H 1.20001 0.74666 2.52935 -0.1 0.0 0.1 0.30
H 3.60395 3.16572 -3.11877 0.1 -0.1 0.0 0.28
H -4.75940 0.07350 1.35110 -0.1 -0.1 0.0 0.28
H 2.88725 4.60419 -3.83149 0.0 0.0 -0.1 0.45
H 0.28386 -1.73260 1.85558 -0.1 0.0 -0.2 0.29
H -1.48219 -0.59479 -0.98778 0.1 -0.1 0.1 0.39
H 0.61043 2.76108 1.23320 -0.1 0.1 0.0 0.47
H -5.44658 -1.02959 2.57037 0.1 0.0 0.0 0.44
H -5.40099 -2.04674 0.27070 0.0 0.0 0.0 0.42
```
Positions in Å, forces in eV/Å.

# 5
Here is C4H6N2OS in the gas phase from OMol25. Energies are from ωB97M-V/def2-TZVPD.

HOMO-LUMO gap	8.4	eV
E_tot	-20107.142	eV
energy above the lowest of the compared OMol25 structures with the same formula, charge and spin	212.2	kJ/mol
HOMO	-8.7335	eV
SMILES string	C=CC(=O)/C(N)=N/S

Structure (XYZ):
```
14
Properties=species:S:1:pos:R:3:forces:R:3:mulliken_charge:R:1
S -3.17328 -0.74825 -0.05219 0.1 0.2 0.1 -0.19
O 1.30026 1.33400 -0.05240 0.2 0.4 0.0 -0.61
N -1.33889 1.61651 0.03281 -0.2 -0.8 0.1 -0.49
N -1.47172 -0.77264 -0.07703 0.0 0.3 0.1 -0.45
C 1.31908 -1.04339 -0.02242 0.6 -0.3 -0.1 -0.44
C 2.65340 -1.13521 -0.00148 -0.4 -1.4 0.2 -0.61
C -0.83883 0.34228 -0.03369 0.1 0.1 -0.1 0.24
C 0.68876 0.29495 -0.03878 -0.6 -0.5 0.0 1.05
H 3.14688 -2.13620 0.04890 -0.4 1.0 -0.1 0.25
H 0.67320 -1.92072 -0.04236 0.2 0.3 0.1 0.35
H -0.63826 2.31540 -0.09592 0.4 0.4 -0.1 0.27
H 3.27132 -0.26084 0.00429 0.2 0.4 0.0 0.29
H -3.36853 0.33175 0.74597 0.0 -0.1 -0.1 0.14
H -2.22341 1.78237 -0.41569 -0.2 0.0 0.0 0.21
```
Positions in Å, forces in eV/Å.

# 6
Here is a molecular structure, C12H15Cl3F4GeN2W from OMol25. Energies are from ωB97M-V/def2-TZVPD.

charge	+3
HOMO-LUMO gap (alpha / beta)	7.1 / 6.0	eV
⟨S²⟩	3.79
E_tot	-122415.419	eV
HOMO (alpha / beta)	-19.6837 / -19.9949	eV
spin multiplicity	4

Structure (XYZ):
```
38
Properties=species:S:1:pos:R:3:forces:R:3:mulliken_charge:R:1
W 0.51734 0.21618 1.02856 -0.2 0.7 -0.1 0.89
Ge -0.28252 -0.24091 3.46027 -0.5 -0.3 0.4 0.86
Cl 0.73073 -1.17210 5.01958 0.0 0.1 -0.2 -0.11
Cl 1.19653 1.79422 2.59679 0.2 -0.2 -0.2 -0.19
Cl -2.07163 0.63681 4.04903 0.0 0.0 0.1 -0.11
F -1.36847 1.56661 0.89606 0.2 -0.1 0.2 -0.24
F 0.51571 2.17904 -3.34091 0.2 -0.1 -0.1 -0.19
F -0.73720 4.53033 -3.63446 0.1 0.0 -0.1 -0.19
F -2.72745 3.97595 0.57140 -0.1 0.1 0.1 -0.18
N 0.17677 0.66501 -0.91103 -0.2 0.4 -0.4 -0.14
N 0.58693 -1.76481 0.05995 -0.1 0.0 0.2 0.01
C -1.74446 4.31594 -1.54162 0.1 0.1 -0.4 -0.32
C 0.15502 -1.66952 -1.36864 -0.1 0.3 -0.3 -1.07
C -0.92055 3.84351 -2.54552 -0.3 0.1 0.2 0.00
C -0.20667 -2.82225 0.77760 -0.4 -0.1 0.2 -0.67
C -0.26618 2.61644 -2.40896 -0.1 0.1 -0.2 0.55
C -1.92598 3.55999 -0.35175 0.1 -0.4 0.2 -0.07
C -1.24362 2.38763 -0.21018 0.1 0.0 -0.2 0.72
C 2.05667 -2.04138 0.15358 0.3 0.1 0.1 -0.67
C 0.57464 -0.31595 -1.93938 0.2 -0.5 -0.2 -0.64
C -1.69109 -2.46490 0.95063 0.2 0.0 -0.1 -1.24
C 2.66591 -1.07015 1.16607 -0.3 -0.7 -0.2 -0.72
C -0.41564 1.84578 -1.20832 -0.3 -0.2 0.6 0.27
H -0.93190 -1.73878 -1.40188 0.0 -0.1 0.1 0.43
H 0.27166 -2.97915 1.74562 0.1 0.0 0.0 0.57
H 2.49676 -1.34633 2.21095 -0.1 0.2 0.0 0.31
H 1.64954 -0.25588 -2.12998 0.0 0.1 0.1 0.37
H -2.25946 5.26565 -1.65795 0.0 0.0 0.0 0.56
H -2.31973 -2.92640 0.19084 0.0 0.0 0.0 0.42
H -1.86622 -1.38130 0.89859 0.0 0.0 0.1 0.30
H 0.07309 -0.14889 -2.89022 -0.1 0.1 0.0 0.60
H 2.52118 -1.90098 -0.82095 -0.1 0.1 0.0 0.38
H 0.56793 -2.49268 -1.95451 0.0 -0.1 0.1 0.40
H 2.39764 0.02637 0.92424 0.9 -0.1 0.1 0.30
H 3.75066 -1.03846 1.03503 0.0 0.4 0.0 0.50
H -2.05548 -2.82332 1.91389 0.0 0.0 0.0 0.33
H 2.24936 -3.07351 0.44594 -0.1 0.0 0.0 0.53
H -0.11981 -3.75783 0.22163 0.2 0.0 0.0 0.49
```
Positions in Å, forces in eV/Å.

Question: Which of these has the lowest E_tot?
Answer: C12H15Cl3F4GeN2W

What did the sixth record say?
Here is a molecular structure, C12H15Cl3F4GeN2W from OMol25. Energies are from ωB97M-V/def2-TZVPD.

charge	+3
HOMO-LUMO gap (alpha / beta)	7.1 / 6.0	eV
⟨S²⟩	3.79
E_tot	-122415.419	eV
HOMO (alpha / beta)	-19.6837 / -19.9949	eV
spin multiplicity	4

Structure (XYZ):
```
38
Properties=species:S:1:pos:R:3:forces:R:3:mulliken_charge:R:1
W 0.51734 0.21618 1.02856 -0.2 0.7 -0.1 0.89
Ge -0.28252 -0.24091 3.46027 -0.5 -0.3 0.4 0.86
Cl 0.73073 -1.17210 5.01958 0.0 0.1 -0.2 -0.11
Cl 1.19653 1.79422 2.59679 0.2 -0.2 -0.2 -0.19
Cl -2.07163 0.63681 4.04903 0.0 0.0 0.1 -0.11
F -1.36847 1.56661 0.89606 0.2 -0.1 0.2 -0.24
F 0.51571 2.17904 -3.34091 0.2 -0.1 -0.1 -0.19
F -0.73720 4.53033 -3.63446 0.1 0.0 -0.1 -0.19
F -2.72745 3.97595 0.57140 -0.1 0.1 0.1 -0.18
N 0.17677 0.66501 -0.91103 -0.2 0.4 -0.4 -0.14
N 0.58693 -1.76481 0.05995 -0.1 0.0 0.2 0.01
C -1.74446 4.31594 -1.54162 0.1 0.1 -0.4 -0.32
C 0.15502 -1.66952 -1.36864 -0.1 0.3 -0.3 -1.07
C -0.92055 3.84351 -2.54552 -0.3 0.1 0.2 0.00
C -0.20667 -2.82225 0.77760 -0.4 -0.1 0.2 -0.67
C -0.26618 2.61644 -2.40896 -0.1 0.1 -0.2 0.55
C -1.92598 3.55999 -0.35175 0.1 -0.4 0.2 -0.07
C -1.24362 2.38763 -0.21018 0.1 0.0 -0.2 0.72
C 2.05667 -2.04138 0.15358 0.3 0.1 0.1 -0.67
C 0.57464 -0.31595 -1.93938 0.2 -0.5 -0.2 -0.64
C -1.69109 -2.46490 0.95063 0.2 0.0 -0.1 -1.24
C 2.66591 -1.07015 1.16607 -0.3 -0.7 -0.2 -0.72
C -0.41564 1.84578 -1.20832 -0.3 -0.2 0.6 0.27
H -0.93190 -1.73878 -1.40188 0.0 -0.1 0.1 0.43
H 0.27166 -2.97915 1.74562 0.1 0.0 0.0 0.57
H 2.49676 -1.34633 2.21095 -0.1 0.2 0.0 0.31
H 1.64954 -0.25588 -2.12998 0.0 0.1 0.1 0.37
H -2.25946 5.26565 -1.65795 0.0 0.0 0.0 0.56
H -2.31973 -2.92640 0.19084 0.0 0.0 0.0 0.42
H -1.86622 -1.38130 0.89859 0.0 0.0 0.1 0.30
H 0.07309 -0.14889 -2.89022 -0.1 0.1 0.0 0.60
H 2.52118 -1.90098 -0.82095 -0.1 0.1 0.0 0.38
H 0.56793 -2.49268 -1.95451 0.0 -0.1 0.1 0.40
H 2.39764 0.02637 0.92424 0.9 -0.1 0.1 0.30
H 3.75066 -1.03846 1.03503 0.0 0.4 0.0 0.50
H -2.05548 -2.82332 1.91389 0.0 0.0 0.0 0.33
H 2.24936 -3.07351 0.44594 -0.1 0.0 0.0 0.53
H -0.11981 -3.75783 0.22163 0.2 0.0 0.0 0.49
```
Positions in Å, forces in eV/Å.